Here is a structure of composition ClO2V in a non-equilibrium geometry from the Open Molecules 2025 dataset. Energies are from ωB97M-V with the def2-TZVPD basis set.

Values from the calculation:
gap between HOMO and LUMO = 8.1157 eV
highest occupied orbital energy = -10.97 eV
ΔE to the lowest compared entry with this formula, charge and spin = 0.00 kJ/mol

Each line ends with the Mulliken charge.
Element x y z (Å)
O  -0.54052  -0.40626  1.54840  -0.60
V  -0.34679  -0.36143  -0.05160  1.48
O  -1.11820  0.82282  -0.72389  -0.54
Cl  2.00551  -0.05514  -0.77291  -0.34